Entry 1:
{
  "formula": "C42H48N5O4RhS2Te",
  "method": "wB97M-V/def2-TZVPD",
  "elements": ["Rh", "C", "C", "N", "C", "S", "N", "N", "C", "C", "C", "C", "C", "C", "C", "N", "H", "H", "H", "H", "H", "H", "H", "H", "H", "H", "H", "H", "H", "C", "C", "O", "N", "Te", "C", "C", "C", "C", "C", "C", "C", "C", "C", "C", "C", "C", "C", "C", "C", "C", "C", "C", "H", "H", "H", "H", "H", "H", "H", "H", "H", "H", "H", "H", "H", "H", "H", "H", "H", "H", "H", "H", "H", "H", "H", "H", "H", "O", "O", "O", "S", "C", "C", "C", "C", "C", "C", "C", "C", "C", "C", "C", "C", "H", "H", "H", "H", "H", "H", "H", "H", "H", "H"],
  "xyz": [[-12.567482, 5.725666, -20.918691], [-9.529749, 8.313235, -25.687358], [-10.746782, 7.415277, -25.816999], [-10.694181, 6.200728, -25.035359], [-10.843119, 6.112603, -23.682253], [-10.632921, 4.410848, -23.113566], [-11.028081, 7.136797, -22.989179], [-11.221273, 7.059563, -21.627678], [-11.230801, 8.245670, -20.992835], [-10.466851, 9.369310, -21.553582], [-11.979335, 8.350932, -19.822927], [-11.863553, 9.415846, -18.901438], [-12.647632, 9.455773, -17.791715], [-13.574661, 8.420253, -17.568219], [-13.666336, 7.411657, -18.486814], [-12.879237, 7.336721, -19.553756], [-9.679757, 9.232744, -26.224389], [-8.673160, 7.803630, -26.144369], [-9.347387, 8.547352, -24.617343], [-10.817675, 7.098174, -26.868364], [-11.657974, 7.971319, -25.625106], [-10.660852, 5.332723, -25.559184], [-9.378981, 9.270268, -21.429586], [-10.771289, 10.317081, -21.081118], [-10.668084, 9.408611, -22.625986], [-11.125701, 10.151985, -19.069862], [-12.568362, 10.300066, -17.115262], [-14.205328, 8.447055, -16.710910], [-14.345421, 6.611199, -18.351791], [-12.945107, 2.428048, -23.646525], [-12.942814, 3.245563, -22.405187], [-13.767356, 3.093197, -21.505413], [-12.048500, 4.274148, -22.226172], [-9.710437, 3.750082, -19.945506], [-8.350775, 5.335250, -19.660702], [-8.842545, 6.428844, -18.930330], [-10.124684, 6.366945, -18.135516], [-8.081968, 7.585686, -18.919637], [-6.872066, 7.706010, -19.619794], [-6.036998, 8.950773, -19.526915], [-6.451020, 6.598856, -20.339537], [-7.166202, 5.399069, -20.379308], [-6.650378, 4.297351, -21.233561], [-8.471214, 2.226733, -19.197974], [-7.995827, 1.196738, -20.019207], [-8.339904, 1.096441, -21.499409], [-7.258013, 0.173376, -19.403953], [-6.946872, 0.162839, -18.042565], [-6.136558, -0.963913, -17.407977], [-7.412790, 1.232545, -17.252289], [-8.144438, 2.280565, -17.813390], [-8.689212, 3.370098, -16.907831], [-13.035592, 1.405255, -23.297172], [-12.073988, 2.582965, -24.273735], [-13.852264, 2.647332, -24.190370], [-10.988068, 6.168864, -18.785491], [-10.284353, 7.328798, -17.614350], [-10.077455, 5.581666, -17.391573], [-8.471015, 8.420406, -18.324975], [-6.586296, 9.745416, -19.048271], [-5.671280, 9.308189, -20.447259], [-5.148975, 8.765773, -18.900903], [-5.531929, 6.633097, -20.915168], [-5.731391, 4.593977, -21.745977], [-7.406713, 4.072156, -21.996231], [-6.456965, 3.408542, -20.604007], [-9.347286, 1.430160, -21.682171], [-8.261539, 0.068847, -21.883593], [-7.656998, 1.698639, -22.096427], [-6.939447, -0.626308, -20.029664], [-6.079009, -1.841834, -18.032187], [-6.556590, -1.244106, -16.455446], [-5.124804, -0.681107, -17.201803], [-7.203550, 1.240890, -16.171599], [-8.479948, 3.087694, -15.865967], [-9.761327, 3.468013, -16.985407], [-8.212943, 4.336633, -17.093283], [-14.442433, 3.077124, -18.274093], [-14.607135, 2.411329, -17.317997], [-14.541959, 6.431328, -21.776382], [-15.028778, 5.985757, -23.120210], [-15.141365, 7.523775, -24.083181], [-15.373851, 8.706988, -23.437761], [-15.394254, 9.895128, -24.163906], [-15.257140, 9.856798, -25.550803], [-15.077492, 8.632669, -26.181630], [-14.997390, 7.443606, -25.470674], [-16.741422, 5.683160, -22.891378], [-17.335423, 5.768921, -21.660661], [-18.686830, 5.497401, -21.555662], [-19.400231, 5.041047, -22.662039], [-18.767653, 4.881277, -23.893666], [-17.418140, 5.214615, -24.012732], [-15.576720, 8.734899, -22.381071], [-15.529517, 10.831309, -23.669953], [-15.374467, 10.768484, -26.150385], [-15.008851, 8.621702, -27.266814], [-14.774369, 6.512861, -25.970881], [-16.760870, 6.079337, -20.818216], [-19.204690, 5.587980, -20.608093], [-20.456693, 4.803715, -22.590063], [-19.305208, 4.420181, -24.701012], [-16.976627, 5.146542, -24.998232]],
  "forces_ev_per_a": [[0.0, 0.8, 0.5], [0.3, -0.5, 0.8], [-0.1, 0.2, -0.8], [0.2, -0.7, -0.6], [0.7, -1.0, -1.1], [-0.2, 0.3, 0.3], [-0.3, 1.1, 0.8], [-0.7, -1.1, -0.2], [0.2, -0.1, 0.2], [0.3, 1.0, -0.1], [-0.5, -0.2, 0.5], [-0.3, -0.4, 0.0], [-0.1, 0.1, 0.1], [0.1, 0.6, 0.0], [0.7, 0.2, 0.1], [0.5, -0.5, -1.1], [-0.1, 0.5, -0.2], [0.0, 0.2, 0.4], [0.1, -0.1, -0.7], [0.0, 0.0, 0.3], [-0.3, 0.1, 0.4], [0.0, 0.3, 0.4], [-0.2, -0.1, 0.0], [0.1, -0.3, -0.4], [0.1, 0.2, 0.1], [0.6, 0.8, -0.1], [0.0, -0.2, 0.1], [-0.4, -0.1, 0.4], [-0.6, -0.7, 0.1], [0.1, -0.5, 0.3], [0.2, 1.2, 0.7], [-0.2, 0.0, -0.2], [-0.1, -0.4, -0.2], [0.4, 0.1, -0.2], [-0.9, 0.1, 0.0], [0.1, -0.1, 0.0], [0.2, 0.6, -0.1], [0.1, 0.5, 0.2], [-0.4, -0.2, 0.3], [0.0, -0.6, 1.4], [0.1, -0.3, -0.1], [0.3, 0.9, 0.0], [0.0, -0.5, 0.1], [0.6, -0.2, 0.6], [-0.5, -0.5, 0.3], [0.6, -0.4, 0.4], [-0.1, 0.7, 0.3], [0.0, 0.2, 0.1], [-0.7, 0.5, -0.4], [0.2, -0.1, -0.3], [-0.5, -0.3, -0.2], [0.9, -0.5, 0.4], [0.1, -0.3, -0.3], [0.0, -0.1, -0.1], [-0.3, 0.2, -0.2], [0.2, 0.1, 0.2], [-0.1, -0.5, -0.3], [0.0, -0.1, 0.2], [0.3, -0.2, -0.3], [-0.2, 0.3, 0.1], [0.3, 0.3, -1.3], [-0.3, 0.0, -0.1], [0.0, 0.1, 0.1], [-0.1, -0.1, 0.1], [0.2, -0.3, 0.0], [0.0, 0.2, -0.5], [-0.5, 0.2, -0.2], [0.0, 0.3, 0.3], [0.0, 0.1, 0.0], [0.3, -0.6, -0.3], [-0.2, -0.2, -0.3], [-0.3, -0.1, 0.3], [0.7, 0.5, 0.0], [-0.1, 0.0, -0.6], [-0.1, 0.2, -0.3], [-0.4, 0.1, -0.1], [-0.1, -0.1, 0.0], [0.3, 1.1, -1.6], [-0.3, -1.1, 1.5], [0.4, 0.0, 0.8], [0.3, 0.6, -0.7], [0.0, -1.3, -0.6], [-0.1, 0.9, 0.1], [0.1, -0.6, -0.6], [-0.3, 0.1, 0.2], [0.0, 0.0, -0.7], [0.2, 0.6, 0.6], [-0.2, -0.6, -1.1], [-0.3, 0.3, 0.1], [-0.7, -0.4, -0.2], [0.1, 0.1, -0.1], [0.5, 0.0, 0.7], [-1.1, 0.0, -0.1], [0.2, -0.1, 0.3], [-0.2, 0.4, 0.3], [0.3, -0.4, 0.3], [0.1, -0.1, 0.1], [-0.1, -0.1, 0.0], [0.3, 0.2, 0.5], [0.2, 0.1, 0.0], [0.1, 0.0, 0.2], [-0.1, 0.2, -0.4], [0.4, -0.1, 0.1]],
  "multiplicity": 6,
  "orbital_gap_ha": [0.2107, 0.1706],
  "total_energy_ha": -3378.47537,
  "homo_energy_ev": [-7.8494, -9.9267],
  "total_charge": 1,
  "lumo_ev": [-2.117, -5.284]
}

***

Entry 2:
{
  "formula": "C10H21BrO5S2Si",
  "method": "wB97M-V/def2-TZVPD",
  "elements": ["O", "C", "Br", "C", "Si", "H", "H", "H", "H", "H", "C", "C", "C", "S", "O", "O", "C", "H", "H", "H", "H", "H", "H", "H", "H", "C", "C", "C", "S", "O", "O", "C", "H", "H", "H", "H", "H", "H", "H", "H"],
  "xyz": [[-1.969490, 2.701181, 1.692827], [-2.168483, 2.490709, 0.537356], [-3.628981, 1.287075, -0.008187], [-1.421595, 3.011178, -0.630770], [-0.053339, 1.742367, -1.079218], [-0.970779, 3.968778, -0.370943], [-2.085386, 3.125487, -1.487482], [-0.270333, 0.504150, -0.313365], [-0.069916, 1.500003, -2.532666], [1.239922, 2.336239, -0.696400], [5.396546, 2.451226, 2.308565], [5.442246, 3.126809, 0.930527], [5.378558, 2.015419, -0.124388], [4.463647, 0.664088, 0.634898], [5.342844, -0.467784, 0.775224], [3.181720, 0.517652, -0.005303], [4.259450, 1.437522, 2.237074], [5.234382, 3.172108, 3.108173], [6.339411, 1.937285, 2.505819], [4.581903, 3.789646, 0.821145], [6.339581, 3.730502, 0.805498], [4.856245, 2.310271, -1.030634], [6.363905, 1.627579, -0.374101], [4.295711, 0.664045, 3.000116], [3.283910, 1.923158, 2.239244], [-4.260017, -3.499060, 0.438044], [-4.832694, -4.548868, -0.525638], [-5.055310, -3.855519, -1.875568], [-3.833998, -2.535778, -1.959476], [-4.522971, -1.270582, -1.966243], [-2.850332, -2.834150, -2.967524], [-3.145110, -2.794754, -0.327603], [-3.885868, -3.951518, 1.354916], [-5.033677, -2.778536, 0.711181], [-4.116904, -5.364465, -0.643152], [-5.760712, -4.978071, -0.151356], [-4.904233, -4.511463, -2.728623], [-6.033849, -3.384086, -1.938877], [-2.857369, -1.828427, 0.081225], [-2.268633, -3.431415, -0.444318]],
  "forces_ev_per_a": [[-0.1, -0.2, -0.8], [-0.1, 0.3, 0.8], [0.1, -0.1, 0.0], [0.0, -0.1, -0.2], [0.2, 0.1, 0.0], [0.0, 0.0, 0.0], [0.0, 0.0, 0.1], [-0.1, 0.0, 0.0], [-0.1, 0.0, 0.0], [0.0, 0.0, 0.0], [0.0, 0.0, -0.1], [0.0, 0.0, 0.0], [0.1, 0.2, 0.0], [0.0, 0.0, 0.0], [0.0, 0.0, 0.0], [0.0, -0.1, 0.0], [0.1, 0.1, 0.1], [0.0, 0.0, 0.0], [0.0, 0.0, 0.0], [0.0, 0.0, 0.0], [0.0, 0.0, 0.0], [0.0, -0.1, 0.0], [0.0, -0.1, 0.0], [0.0, -0.1, 0.0], [0.0, 0.0, 0.0], [0.0, 0.0, -0.1], [0.0, 0.0, 0.0], [-0.1, -0.2, 0.1], [0.1, 0.0, 0.0], [-0.1, 0.1, -0.1], [0.0, 0.1, 0.0], [0.0, -0.1, 0.1], [0.0, 0.0, 0.0], [0.0, 0.0, 0.0], [0.0, 0.0, 0.0], [0.0, 0.0, 0.0], [0.0, 0.0, 0.0], [0.0, 0.1, 0.0], [0.0, 0.0, -0.1], [0.0, 0.0, 0.0]],
  "orbital_gap_ha": 0.3903,
  "total_energy_ha": -4429.67876,
  "homo_energy_ev": -10.0341,
  "e_above_lowest_kcal_mol": 0.00,
  "smiles": "O=C(Br)C[SiH3].O=S1(=O)CCCC1.O=S1(=O)CCCC1",
  "total_charge": 0,
  "lumo_ev": 0.587
}

***

Entry 3:
{
  "formula": "C2H4IN2",
  "method": "wB97M-V/def2-TZVPD",
  "elements": ["C", "C", "N", "N", "I", "H", "H", "H", "H"],
  "xyz": [[1.771429, 1.541568, 0.070593], [-0.642960, 1.347155, -0.139700], [0.512099, 1.365120, 0.133172], [-1.667195, -2.222376, -0.037593], [-2.074017, -0.270648, -0.005255], [2.249078, 1.676274, -0.893930], [2.335923, 1.629759, 1.119411], [-1.236493, -2.362828, -1.002251], [-1.247864, -2.704027, 0.755554]],
  "forces_ev_per_a": [[0.8, 0.4, 3.1], [-3.8, 0.3, 0.1], [3.4, -0.5, -0.4], [0.3, 0.2, -2.2], [0.6, 0.0, 0.1], [0.1, -0.3, 0.1], [-1.1, -0.1, -2.7], [-0.5, -0.5, 2.1], [0.2, 0.4, -0.3]],
  "orbital_gap_ha": [0.2645, 0.2653],
  "total_energy_ha": -485.37351,
  "homo_energy_ev": [-13.4005, -13.3606],
  "e_above_lowest_kcal_mol": 91.29,
  "total_charge": 1,
  "lumo_ev": [-6.203, -6.142]
}